No. 1
49
Properties=species:S:1:pos:R:3:lowdin_charge:R:1 method="wB97M-V/def2-TZVPD" fmax_ev_per_a=4.226 orbital_gap_ev=6.8650 smiles="C=CCN(CC=C)c1ccc2cc3c(oc2c1)c(C#N)c(=O)n1c2ccccc2nc31" homo_ev=-7.97 lumo_energy_ev=-1.10 total_energy_ha=-1332.906103 relative_energy_kj_mol=0.0
C -2.076 -3.543 5.157 0.016
C -1.150 -2.599 4.898 -0.191
C 0.265 -2.978 4.744 -0.180
N 0.864 -1.926 3.886 -0.101
C 1.858 -1.044 4.565 -0.160
C 1.078 0.056 5.322 -0.124
C 1.588 1.325 5.517 0.017
C 0.488 -1.736 2.525 -0.172
C -0.364 -2.608 1.783 -0.003
C -0.660 -2.367 0.447 -0.014
C -0.229 -1.181 -0.156 -0.150
C -0.570 -0.875 -1.576 0.108
C -0.148 0.298 -2.114 -0.045
C 0.628 1.237 -1.276 -0.087
O 0.919 0.949 0.037 0.116
C 0.516 -0.259 0.552 -0.165
C 0.854 -0.545 1.894 0.073
C 0.944 2.487 -1.706 -0.084
C 1.634 3.425 -0.844 -0.125
N 2.301 3.977 -0.034 0.165
C 0.677 2.821 -3.073 -0.332
O 1.046 3.908 -3.526 0.095
N -0.035 1.981 -3.932 0.114
C -0.482 2.144 -5.202 -0.157
C -0.321 3.170 -6.151 0.024
C -0.907 3.027 -7.443 -0.077
C -1.550 1.836 -7.763 -0.099
C -1.640 0.785 -6.826 -0.002
C -1.081 0.942 -5.529 -0.217
N -1.091 0.059 -4.443 0.184
C -0.431 0.729 -3.489 -0.182
H -3.100 -3.241 5.257 0.048
H -1.785 -4.594 5.232 0.067
H -1.455 -1.548 4.782 0.113
H 0.436 -3.996 4.382 0.126
H 0.709 -2.950 5.758 0.135
H 2.574 -0.609 3.885 0.106
H 2.494 -1.613 5.222 0.110
H 0.074 -0.202 5.662 0.082
H 0.917 2.082 6.005 0.066
H 2.571 1.651 5.270 0.042
H -0.734 -3.485 2.239 0.089
H -1.282 -3.075 -0.130 0.131
H -1.176 -1.518 -2.208 0.132
H 1.374 0.236 2.433 0.116
H 0.289 4.034 -5.932 0.099
H -0.781 3.776 -8.206 0.095
H -1.937 1.683 -8.769 0.100
H -2.113 -0.130 -7.128 0.098

***

No. 2
56
Properties=species:S:1:pos:R:3:lowdin_charge:R:1 method="wB97M-V/def2-TZVPD" fmax_ev_per_a=0.950 orbital_gap_ev=8.2461 homo_ev=-11.20 lumo_energy_ev=-2.95 total_energy_ha=-4484.704596 relative_energy_kj_mol=52.3 total_charge=+1
Be -1.338 -1.542 -1.116 -0.060
C -4.066 -2.138 -1.479 0.026
O -3.009 -1.187 -1.199 -0.153
C -3.314 -0.026 -0.492 -0.163
C -4.568 0.417 -0.147 -0.030
C -4.638 1.635 0.527 -0.654
Br -6.333 2.292 1.009 0.827
C -3.510 2.363 0.849 -0.037
C -2.238 1.888 0.520 -0.050
C -2.178 0.693 -0.160 -0.123
O -0.992 0.058 -0.581 0.026
C -1.050 2.680 0.863 -0.269
N -1.070 3.970 0.973 0.198
C 0.226 4.326 1.316 -0.211
C 0.760 5.590 1.566 0.001
C 2.093 5.661 1.910 -0.073
C 2.889 4.507 2.004 -0.065
C 2.377 3.251 1.750 -0.022
C 1.032 3.187 1.401 -0.175
N 0.204 2.129 1.056 0.163
H -4.465 -2.523 -0.544 0.117
H -3.606 -2.931 -2.058 0.103
H -4.834 -1.648 -2.070 0.113
H -5.467 -0.133 -0.383 0.118
H -3.587 3.309 1.367 0.123
H -0.399 0.660 -1.058 0.168
H 0.140 6.474 1.493 0.119
H 2.543 6.624 2.114 0.108
H 3.931 4.609 2.279 0.110
H 2.996 2.368 1.820 0.056
H 0.385 1.161 1.282 0.140
N 0.074 -4.836 -0.937 0.158
C 0.339 -3.770 -0.191 -0.738
S -0.956 -2.820 0.471 0.864
N 1.594 -3.494 0.116 0.097
C 2.025 -2.266 0.724 -0.273
C 2.393 -2.244 2.057 -0.001
C 2.830 -1.050 2.616 -0.035
C 2.900 0.098 1.840 -0.075
C 2.542 0.059 0.498 -0.076
C 2.104 -1.129 -0.067 -0.025
H -0.886 -5.101 -1.094 0.118
H 0.812 -5.299 -1.453 0.078
H 2.310 -4.147 -0.187 0.169
H 2.331 -3.147 2.652 0.128
H 3.121 -1.021 3.657 0.119
H 3.256 1.022 2.279 0.079
H 2.637 0.945 -0.118 0.120
H 1.854 -1.193 -1.121 0.109
N -0.613 -1.923 -2.513 0.199
C 0.321 -2.195 -3.159 -0.108
C 1.424 -2.594 -3.857 -0.244
C 2.012 -1.775 -4.862 -0.209
N 2.493 -1.096 -5.657 0.165
C 1.929 -3.860 -3.469 -0.197
N 2.238 -4.886 -3.037 0.150

***

No. 3
56
Properties=species:S:1:pos:R:3:lowdin_spin:R:1 method="wB97M-V/def2-TZVPD" fmax_ev_per_a=1.335 orbital_gap_ev="7.5654 / 7.6185" homo_ev="-11.18 / -11.67" multiplicity=3 lumo_energy_ev="-3.61 / -4.05" total_energy_ha=-5024.383893 relative_energy_kj_mol=81.6 total_charge=+1
W 0.623 -1.063 0.627 1.646
C -4.329 3.775 -3.561 0.000
C -3.492 3.133 -2.493 0.001
C -3.014 1.831 -2.646 0.000
C -2.228 1.238 -1.676 0.001
C -1.922 1.973 -0.535 0.001
C -2.389 3.269 -0.346 0.001
C -3.171 3.839 -1.333 0.000
S -0.923 1.285 0.714 0.010
O -1.343 -0.142 0.959 0.052
O -0.887 2.158 1.835 0.000
N 0.533 0.886 0.129 -0.003
C 1.691 1.612 -0.135 -0.004
C 1.812 2.957 -0.349 0.011
C 3.073 3.499 -0.672 -0.004
C 4.181 2.708 -0.791 0.008
C 4.081 1.314 -0.570 -0.002
C 5.167 0.417 -0.664 0.026
C 4.973 -0.918 -0.429 0.000
C 3.697 -1.377 -0.091 0.036
N 2.657 -0.568 0.021 0.011
C 2.832 0.778 -0.218 0.002
H -4.690 3.041 -4.278 0.000
H -3.739 4.518 -4.102 0.000
H -5.186 4.291 -3.129 0.000
H -3.266 1.272 -3.538 0.000
H -1.862 0.229 -1.799 0.000
H -2.150 3.806 0.562 0.000
H -3.548 4.845 -1.200 0.000
H 0.943 3.598 -0.276 0.001
H 3.154 4.565 -0.834 0.000
H 5.141 3.134 -1.050 0.000
H 6.146 0.798 -0.925 0.001
H 5.786 -1.626 -0.498 0.000
H 3.509 -2.428 0.089 0.003
Br -2.290 -6.184 2.606 -0.001
C -1.389 -4.564 2.941 -0.002
C -1.770 -3.771 4.023 0.008
C -1.119 -2.574 4.274 -0.001
C -0.098 -2.162 3.434 0.012
C 0.277 -2.969 2.366 0.018
C -0.350 -4.184 2.112 0.010
C 0.573 -0.833 3.587 0.009
O 0.653 -0.241 4.620 0.016
O 1.059 -0.378 2.418 0.047
H -2.580 -4.096 4.661 0.000
H -1.410 -1.945 5.105 0.000
H 1.266 -2.786 1.906 0.008
H -0.025 -4.817 1.298 0.001
Cl -2.063 -2.764 -3.202 0.000
C -1.001 -3.498 -2.002 0.002
C -0.123 -2.496 -1.317 0.028
O 0.776 -2.888 -0.484 0.038
O -0.248 -1.258 -1.439 0.008
H -0.387 -4.265 -2.472 0.000
H -1.609 -3.976 -1.233 0.001

***

No. 4
59
Properties=species:S:1:pos:R:3:lowdin_charge:R:1 method="wB97M-V/def2-TZVPD" fmax_ev_per_a=0.586 orbital_gap_ev=6.9834 homo_ev=-4.54 lumo_energy_ev=2.45 total_energy_ha=-4614.041904 relative_energy_kj_mol=0.0 total_charge=-1
Mg -0.359 -0.276 -1.296 0.695
O -2.170 -3.461 -3.498 0.116
C -2.027 -2.178 -3.120 -0.511
O -1.280 -1.410 -3.655 0.135
C -2.906 -1.831 -1.951 -0.119
O -2.606 -0.505 -1.613 -0.172
C -3.248 -0.053 -0.413 -0.081
C -2.405 -0.359 0.843 -0.655
O -3.006 -0.382 1.916 -0.001
O -1.168 -0.501 0.622 -0.053
H -1.533 -3.615 -4.212 0.133
H -2.713 -2.528 -1.130 0.150
H -3.954 -1.933 -2.264 0.148
H -4.249 -0.478 -0.330 0.126
H -3.324 1.029 -0.516 0.136
Br -1.054 0.802 5.611 0.724
C -0.455 2.303 4.622 -0.689
C -1.097 2.642 3.442 -0.093
C -0.652 3.734 2.714 -0.013
C 0.446 4.468 3.161 -0.289
C 1.047 4.140 4.370 -0.049
C 0.611 3.047 5.100 -0.135
N 0.950 5.650 2.517 0.051
N 1.088 5.750 1.284 0.056
C 0.856 4.668 0.396 -0.278
C 0.036 4.943 -0.681 -0.048
C -0.489 3.944 -1.499 -0.014
C -0.186 2.594 -1.272 -0.351
O -0.703 1.620 -1.915 -0.079
C 0.798 2.324 -0.234 -0.128
N 1.136 1.026 -0.086 0.091
C 2.032 0.690 0.802 -0.102
C 2.700 1.641 1.594 -0.037
C 2.356 2.960 1.477 -0.013
C 1.343 3.342 0.570 -0.121
H -1.918 2.037 3.078 0.101
H -1.142 3.984 1.783 0.121
H 1.867 4.752 4.724 0.109
H 1.090 2.777 6.031 0.094
H -0.260 5.975 -0.828 0.107
H -1.175 4.188 -2.299 0.104
H 2.244 -0.369 0.907 0.121
H 3.466 1.322 2.289 0.101
H 2.856 3.712 2.072 0.113
O 1.433 -0.836 -2.328 -0.135
N 1.747 -2.050 -2.429 -0.004
N 0.917 -2.840 -1.835 -0.221
O -0.133 -2.395 -1.192 -0.147
C 1.154 -4.239 -1.892 -0.167
C 2.322 -4.752 -2.452 -0.025
C 2.502 -6.124 -2.494 -0.097
C 1.538 -6.984 -1.981 -0.110
C 0.386 -6.458 -1.419 -0.087
C 0.187 -5.086 -1.368 -0.013
H 3.068 -4.079 -2.845 0.102
H 3.410 -6.525 -2.927 0.098
H 1.689 -8.055 -2.015 0.094
H -0.368 -7.117 -1.008 0.100
H -0.695 -4.648 -0.925 0.111

***

No. 5
60
Properties=species:S:1:pos:R:3:lowdin_charge:R:1 method="wB97M-V/def2-TZVPD" fmax_ev_per_a=0.431 orbital_gap_ev=6.1326 homo_ev=-13.78 lumo_energy_ev=-7.64 total_energy_ha=-3095.769741 relative_energy_kj_mol=0.0 total_charge=+2
Cr -1.524 0.220 0.511 0.874
N -2.799 1.701 -0.237 0.030
C -3.245 1.294 -1.595 -0.233
C -4.490 2.041 -2.088 -0.116
C -4.568 2.264 -3.618 -0.146
C -5.763 1.641 -4.327 -0.170
N -5.693 0.188 -4.314 0.095
C -6.417 -0.598 -5.094 -0.425
N -7.312 -0.088 -5.941 0.221
N -6.217 -1.919 -5.064 0.215
C -3.386 -0.230 -1.535 -0.521
O -4.047 -0.865 -2.332 0.090
O -2.703 -0.770 -0.573 -0.092
H -3.608 1.854 0.359 0.132
H -2.280 2.577 -0.265 0.135
H -2.404 1.494 -2.265 0.170
H -4.480 3.019 -1.604 0.123
H -5.388 1.535 -1.721 0.132
H -3.651 1.925 -4.106 0.127
H -4.632 3.334 -3.810 0.124
H -5.770 1.976 -5.368 0.131
H -6.692 1.980 -3.855 0.136
H -5.126 -0.259 -3.586 0.101
H -7.588 0.876 -5.887 0.118
H -7.775 -0.671 -6.617 0.137
H -5.496 -2.306 -4.478 0.129
H -6.877 -2.554 -5.478 0.132
F 0.788 -1.993 3.388 0.129
C 1.617 -3.038 3.411 -0.128
C 2.215 -3.370 4.566 -0.121
F 1.963 -2.649 5.637 0.166
C 3.129 -4.497 4.671 0.002
C 3.340 -5.219 3.426 -0.120
C 2.735 -4.875 2.275 -0.131
F 2.977 -5.582 1.185 0.159
C 1.828 -3.755 2.181 0.010
C 1.225 -3.399 1.000 -0.102
C 0.336 -2.297 0.881 -0.025
N -0.343 -1.383 0.747 0.184
C 1.404 -4.065 -0.259 -0.165
N 1.499 -4.496 -1.319 0.223
F 4.152 -6.250 3.428 0.178
C 3.734 -4.851 5.837 -0.085
C 4.640 -5.954 5.960 -0.136
N 5.373 -6.820 6.140 0.256
C 3.524 -4.158 7.074 -0.137
N 3.342 -3.628 8.077 0.248
F -0.287 1.447 0.540 -0.340
C -2.176 0.233 2.004 0.008
C -2.718 0.317 3.293 -0.267
C -2.096 1.149 4.245 0.004
C -2.625 1.223 5.516 -0.034
C -3.756 0.477 5.837 -0.014
C -4.373 -0.350 4.901 -0.038
C -3.861 -0.437 3.624 -0.003
H -1.215 1.713 3.970 0.132
H -2.163 1.855 6.261 0.123
H -4.165 0.539 6.838 0.125
H -5.248 -0.923 5.176 0.121
H -4.315 -1.079 2.881 0.128

***

No. 6
55
Properties=species:S:1:pos:R:3:lowdin_charge:R:1 method="wB97M-V/def2-TZVPD" fmax_ev_per_a=0.157 orbital_gap_ev=5.8846 homo_ev=-1.65 lumo_energy_ev=4.23 total_energy_ha=-2403.643398 relative_energy_kj_mol=1.5 total_charge=-2
Rb 0.308 -0.019 0.703 0.892
C 0.493 -1.348 3.652 -0.262
C -0.764 -1.802 3.207 -0.249
C -1.644 -0.705 3.205 -0.260
C -0.934 0.429 3.651 -0.257
C 0.388 0.029 3.926 -0.259
H 1.385 -1.951 3.764 0.064
H -1.008 -2.812 2.906 0.069
H -2.689 -0.737 2.918 0.061
H -1.331 1.431 3.752 0.067
H 1.186 0.672 4.275 0.068
O -1.234 -2.993 -2.823 -0.027
C -1.613 -1.945 -2.280 -0.696
O -1.251 -1.432 -1.194 -0.194
C -2.736 -1.171 -2.993 -0.127
C -3.766 -1.909 -3.576 -0.037
C -4.882 -1.286 -4.107 -0.103
C -4.981 0.102 -4.072 -0.108
C -3.946 0.843 -3.530 -0.117
C -2.808 0.224 -3.005 -0.296
P -1.428 1.218 -2.289 1.144
C -1.201 2.574 -3.513 -0.360
C -0.344 3.608 -3.119 -0.117
C -0.004 4.625 -3.997 -0.089
C -0.487 4.619 -5.299 -0.115
C -1.303 3.578 -5.715 -0.107
C -1.656 2.565 -4.831 -0.096
C -2.426 2.057 -0.978 -0.341
C -2.749 3.411 -0.945 -0.086
C -3.471 3.942 0.117 -0.099
C -3.874 3.129 1.166 -0.102
C -3.559 1.777 1.143 -0.080
C -2.848 1.245 0.079 -0.112
H -3.663 -2.987 -3.587 0.109
H -5.684 -1.878 -4.535 0.088
H -5.860 0.600 -4.464 0.088
H -4.021 1.925 -3.500 0.104
H 0.085 3.596 -2.122 0.085
H 0.666 5.409 -3.665 0.102
H -0.212 5.409 -5.988 0.088
H -1.668 3.546 -6.736 0.090
H -2.282 1.755 -5.182 0.091
H -2.433 4.064 -1.749 0.092
H -3.707 5.000 0.126 0.092
H -4.419 3.548 2.004 0.092
H -3.844 1.134 1.966 0.095
H -2.615 0.184 0.058 0.084
F 2.598 1.359 -2.639 0.117
C 3.261 2.374 -2.071 -0.659
F 2.988 3.483 -2.783 0.102
F 4.577 2.127 -2.214 0.102
S 2.799 2.587 -0.299 0.426
O 3.590 3.731 0.091 -0.318
O 3.171 1.320 0.294 -0.362
O 1.366 2.801 -0.380 -0.376